ORCA calculation (ωB97M-V/def2-TZVPD) on C31H37N5PtS2Si as an isolated structure in a non-equilibrium geometry.

```
77
Properties=species:S:1:pos:R:3:forces:R:3:lowdin_charge:R:1
H 5.04710 0.41457 3.64979 0.0 0.0 0.0 0.062
C -1.42515 3.98296 0.60469 0.2 -0.3 -0.2 -0.180
H 2.30599 3.43274 1.82483 0.0 0.0 0.0 0.020
C -0.74717 2.14895 -3.41189 0.0 0.0 0.0 -0.039
C -4.49257 0.73243 -0.88166 0.1 -0.1 0.0 -0.032
H -1.64511 4.69753 1.40210 0.1 0.0 0.0 0.030
H 1.60584 4.67777 0.78185 0.0 0.0 0.0 0.014
N 0.43679 1.54630 0.15783 0.0 0.1 -0.3 -0.242
C 4.85351 0.21366 2.59825 -0.1 0.0 0.1 -0.129
C 1.39350 3.99138 1.60545 -0.2 -0.2 0.0 -0.177
H 5.10114 1.10258 2.01922 0.0 0.0 0.0 0.072
H -5.92651 -2.19367 1.17768 0.0 0.0 0.0 0.099
H 2.18335 -0.70898 5.46649 0.0 0.0 0.0 0.053
H -1.36536 2.56608 -1.40967 -0.1 0.0 0.0 0.110
H 3.17683 3.32735 -2.78147 0.0 0.0 0.0 0.109
S 3.02891 -0.28853 0.68082 -0.5 0.2 0.1 0.680
N -1.40010 -0.51340 0.43779 -0.6 -0.1 0.2 -0.051
H 1.14014 4.59493 2.48177 0.0 0.0 0.0 0.026
H -1.31027 2.75596 3.35439 0.0 0.0 0.0 0.029
H -2.07678 -0.48619 -5.06190 0.0 0.0 0.0 0.094
H 0.17672 1.81419 3.47928 0.0 0.0 0.0 0.000
Si -0.04749 2.81662 1.21306 0.1 0.1 0.5 0.388
C -2.13531 -0.07297 -0.49536 0.2 0.1 0.2 -0.326
H 3.37792 0.53447 5.08812 0.0 0.0 0.0 0.082
H 2.34952 -2.67648 -0.58314 0.0 0.0 0.0 0.066
C -1.10739 1.35850 -4.44940 0.1 0.1 0.0 -0.097
H 1.18777 3.72344 -1.34188 0.0 0.0 0.0 0.109
H -1.13422 4.56456 -0.27525 0.0 0.0 0.0 0.023
H -6.53144 1.35235 -1.13170 0.0 0.0 0.0 0.101
H -0.26483 3.09947 -3.60437 0.0 0.0 0.0 0.108
H -0.91011 1.67881 -5.46608 0.0 0.0 0.0 0.101
C -2.08890 -0.24357 -2.91900 0.1 0.1 0.3 -0.051
C -4.15301 -1.24530 0.43605 0.0 0.0 0.0 -0.035
C -3.62458 -0.20017 -0.31705 0.0 0.0 0.0 -0.174
H 3.81589 -1.17586 4.96917 0.0 0.0 0.0 0.085
H -4.08835 1.55146 -1.46402 0.0 0.0 0.0 0.115
C -1.70757 0.48801 -1.81978 -0.1 -0.2 -0.3 -0.135
C 1.70235 -4.62022 0.02062 0.0 -0.1 0.0 -0.001
N 0.60049 -2.56032 0.49637 0.1 0.0 -0.1 -0.154
H 1.49965 -1.93947 -2.65118 0.0 0.0 0.0 0.066
H 3.21924 -1.54352 -2.93344 0.0 0.0 0.0 0.083
C 3.01014 -0.45538 4.80949 0.1 0.0 -0.1 -0.138
C -0.66074 2.05541 2.82296 0.2 0.2 -0.2 -0.198
H -3.47133 -1.95674 0.88218 0.0 0.0 0.0 0.094
H -1.22062 1.13882 2.63507 0.0 0.0 0.0 -0.002
C 0.73362 -5.34235 0.72906 0.0 0.2 0.0 -0.313
C -0.34567 -3.24328 1.15035 -0.1 0.0 0.0 -0.163
C -0.32203 -4.60959 1.28731 0.1 -0.1 0.0 0.000
C -5.86254 0.61956 -0.69776 0.0 0.0 0.0 -0.084
C 1.43384 2.73756 -1.71810 -0.1 -0.1 0.2 -0.001
C 2.54551 -0.47648 3.37065 -0.7 -0.2 0.3 -0.761
H 2.01548 -1.24543 -4.19284 0.0 0.0 0.0 0.086
C -0.91363 1.75275 -1.98325 0.4 0.0 0.1 -0.160
H -7.45154 -0.53587 0.16308 0.0 0.0 0.0 0.098
C 2.50766 2.51790 -2.51630 0.1 0.0 -0.1 -0.067
H -1.11235 -5.11267 1.82911 0.0 0.0 0.0 0.115
H 1.49842 -7.21298 0.36325 0.0 0.0 0.0 0.101
H -2.66124 -1.14952 -2.75234 0.0 0.0 0.0 0.122
C 1.93442 0.14832 -2.58512 -0.5 -0.3 0.2 -0.355
H 5.52001 -0.58707 2.27081 0.0 0.0 0.0 0.081
C 0.55278 1.60950 -1.27739 -0.6 0.4 -0.1 -0.537
H -1.14897 -2.64666 1.56429 0.0 0.0 0.0 0.084
H -2.35505 3.45616 0.37460 0.0 0.0 0.0 0.022
N 0.82498 -6.68997 0.89039 0.0 0.0 0.0 0.128
C -1.77181 0.13097 -4.22774 0.0 -0.1 -0.1 -0.070
H 0.06154 -7.19140 1.30385 0.0 -0.1 0.0 0.102
N 0.97500 0.29683 -1.72450 0.5 0.0 -0.3 0.064
H 2.53299 -5.12902 -0.45107 0.0 0.0 0.0 0.114
C 3.42097 -0.17577 2.33622 0.2 0.0 -0.6 -0.753
C -6.38064 -0.43602 0.03699 -0.1 0.0 0.0 -0.099
C -5.52273 -1.36763 0.60499 0.0 0.0 0.0 -0.086
S 0.92627 -0.92192 3.13565 0.1 0.3 -0.3 0.731
Pt 0.56609 -0.45051 0.48361 0.9 -0.3 0.6 1.007
C 2.75182 1.22669 -3.01153 0.1 0.4 -0.1 0.001
C 1.59882 -3.25194 -0.06219 0.0 -0.1 0.0 -0.150
C 2.18717 -1.23555 -3.11499 0.1 0.1 0.1 -0.023
H 3.58289 1.03483 -3.67615 0.0 0.0 0.0 0.111
```
Forces are in eV/Å.

HOMO (spin up / spin down) = -6.319 / -7.270 eV
Orbital gap (spin up / spin down) = 6.67 / 6.18 eV
Charge = 0
Energy above the lowest of the compared OMol25 structures with the same formula, charge and spin = 6.1 kcal/mol
F_max = 1.15 eV/Å
2S+1 = 5

=====

ORCA calculation (ωB97M-V/def2-TZVPD) on C19H18N4OS2 as an isolated structure in a non-equilibrium geometry.

```
44
Properties=species:S:1:pos:R:3:forces:R:3:lowdin_charge:R:1
C -2.88326 -0.61686 1.12900 2.5 0.8 -4.2 -0.280
C -2.61965 -1.83943 -0.98112 -0.9 -0.1 0.5 -0.038
O 4.39152 3.04913 0.19729 0.8 8.3 -0.1 0.088
H -4.35058 0.69872 1.74397 -2.1 0.6 -0.2 0.048
H -1.37779 -3.30662 -0.91114 5.9 -15.0 -10.6 -0.012
H -1.74148 3.18246 -1.55404 -0.5 -1.1 0.3 0.067
C 3.57613 -2.75637 0.33357 -10.5 -15.6 -2.2 -0.244
C -1.20731 2.05383 0.67148 -1.8 -5.7 9.6 -0.617
H 1.65998 -3.14415 -0.53865 -2.8 -3.1 -1.2 0.052
H 1.25160 -0.82437 -1.14296 2.3 -0.8 2.0 0.159
C 4.41710 -0.66005 0.46156 -2.7 0.9 -2.0 -0.270
H -4.82602 -0.67964 -1.79564 1.1 2.1 2.1 0.118
H -0.32464 -2.73070 1.20348 1.5 -1.7 0.1 0.079
C -3.32345 0.71517 1.59222 1.4 0.3 3.1 -0.372
N 0.89025 1.34101 1.21778 -0.3 -1.8 -4.1 0.081
N -0.42277 2.23408 -0.20444 6.5 2.3 -11.9 -0.156
H -1.28427 -0.87249 2.68557 -1.2 -1.8 -3.9 0.186
H -4.47794 0.99322 -0.68507 0.5 -1.6 -1.0 0.043
C 4.26317 1.92863 0.16177 -3.8 -6.4 -0.9 -0.875
C -1.63310 -2.64726 -0.47323 -6.9 11.7 3.1 -0.131
H -0.31808 3.97303 -1.47074 0.0 -3.2 -0.4 0.178
H -0.53239 2.30438 -2.32054 1.4 -2.3 -2.9 0.048
C 3.18477 -0.11732 -0.21407 2.4 -5.4 3.3 -0.246
H -2.93495 0.76828 2.62194 0.0 0.4 -0.2 0.078
N 3.06261 1.23371 -0.21015 0.7 0.0 -2.2 -0.071
C -3.19270 -0.87492 -0.27033 -3.7 1.7 1.6 -0.232
C 2.22455 -1.16970 -0.46610 -3.9 2.7 -2.8 -0.018
C -1.12950 -2.42654 0.62376 0.9 6.4 11.6 -0.028
S -2.86912 2.45464 0.88400 -0.2 -2.1 0.1 0.980
C 2.30773 -2.51000 -0.15686 4.0 6.4 0.0 -0.075
S 5.41119 0.82023 0.58239 3.0 -3.5 1.8 1.117
C -0.72891 2.78338 -1.46982 -1.5 8.3 2.0 -0.024
N -0.34981 1.17768 1.55854 -2.4 3.7 2.2 0.021
H 3.64643 -4.09761 0.54559 0.0 3.6 -0.5 0.197
H 2.43501 3.11544 -0.98668 -1.2 -3.5 -0.7 0.211
H 1.83677 1.47997 -2.07399 0.7 0.5 1.7 0.152
C -1.76261 -1.27848 1.52513 2.1 -0.6 2.5 0.030
H 5.39203 -2.42077 1.24107 2.2 -1.5 1.1 0.083
C -4.48047 -0.14782 -0.75343 -2.6 -1.2 -1.5 -0.079
C 4.53625 -2.20881 0.74135 8.9 13.7 2.2 -0.098
H -3.11789 -2.30133 -1.74587 -1.2 -0.2 -2.7 0.094
C 2.02077 1.86670 -1.00223 1.8 4.1 -0.4 -0.101
C 0.87871 1.77707 -0.13201 -2.8 -0.2 6.2 -0.249
H -5.49789 -0.31949 -0.16233 2.4 -0.3 -0.4 0.105
```
Forces are in eV/Å.

HOMO = -7.908 eV
Orbital gap = 8.19 eV
Charge = 0
Energy above the lowest of the compared OMol25 structures with the same formula, charge and spin = 377.3 kcal/mol
F_max = 19.23 eV/Å

=====

ORCA calculation (ωB97M-V/def2-TZVPD) on C5H9N3 in the gas phase in a non-equilibrium geometry.

```
17
Properties=species:S:1:pos:R:3:forces:R:3:lowdin_charge:R:1
N 0.82697 0.89215 -1.90716 0.0 -0.2 -0.1 -0.118
H 0.99627 0.69030 -2.88964 0.0 0.1 0.7 0.119
H 0.72418 -1.21149 0.94366 0.0 -0.1 0.0 0.042
H -2.70282 0.94247 0.03007 0.3 0.0 0.4 0.103
C 1.46069 2.02601 -1.21551 0.9 0.0 -0.5 -0.100
H 1.77006 2.87960 -1.92427 -0.7 -1.5 0.9 0.098
C -1.28800 -1.86711 1.31154 3.5 -2.5 0.8 -0.216
C 0.04657 -2.01295 1.21427 -0.2 0.5 -0.2 0.007
H -3.10655 -0.88360 1.51910 -1.1 0.1 0.5 0.084
H 0.44741 -3.00238 1.43187 0.2 0.4 -0.1 0.052
N -0.24699 0.20689 -1.43658 -0.8 0.8 0.3 -0.009
C -1.89720 0.26233 0.31682 0.6 -0.9 -1.3 -0.099
H -1.61850 -2.81371 1.66849 -1.5 -0.4 0.2 0.082
C -2.13542 -0.78827 1.12603 -0.4 2.3 -1.6 -0.142
N -0.65007 0.59889 -0.32258 0.1 0.6 0.6 -0.032
H 2.38911 1.67609 -0.68466 -0.8 0.4 -0.4 0.080
H 0.73927 2.35009 -0.46767 0.2 0.3 -0.1 0.049
```
Forces are in eV/Å.

SMILES = C=C/C=C\N=N\NC
HOMO = -7.946 eV
Orbital gap = 8.91 eV
Charge = 0
Energy above the lowest of the compared OMol25 structures with the same formula, charge and spin = 94.5 kcal/mol
F_max = 4.34 eV/Å